A:
The following is a DFT calculation (the ωB97M-V functional and the def2-TZVPD basis) of a 2-piece molecular cluster, C3H2N2O2 overall.

Element x y z (Å)
C: 2.357 0.580 0.172
C: -1.358 -0.800 -0.632
C: -1.367 -1.501 0.625
N: 1.200 0.820 -0.014
N: -1.733 -0.207 0.542
O: 3.301 0.064 0.601
O: -1.125 -0.544 -1.776
H: 0.666 1.060 -0.787
H: -1.941 0.528 1.268

Summary:
LUMO (eV): -0.1
Gap between HOMO and LUMO (Eh): 0.357
Highest occupied orbital energy (Eh): -0.3588

These are the Löwdin partial charges, in e, on atoms 1 to 6: number 1, C, carries -0.395; number 2, C, carries -0.520; number 3, C, carries 0.126; number 4, N, carries 0.208; number 5, N, carries 0.114; number 6, O, carries 0.166

B:
The following is a DFT calculation (the ωB97M-V functional and the def2-TZVPD basis) of one molecule with the formula C3H2N2O2.

Element x y z (Å)
O: 1.904 -0.038 -1.721
C: 1.321 -0.708 -0.900
C: 0.201 -0.211 -0.085
C: -0.574 -0.917 0.849
N: -1.472 -0.104 1.354
O: -1.248 1.079 0.703
N: -0.243 1.023 -0.144
H: 1.599 -1.770 -0.653
H: -0.539 -1.979 1.145

Summary:
LUMO (eV): -0.6
SMILES string: O=Cc1cnon1
Gap between HOMO and LUMO (Eh): 0.376
Highest occupied orbital energy (Eh): -0.3994

These are the Löwdin partial charges, in e, on atoms 1 to 6: number 1, O, carries 0.081; number 2, C, carries -0.205; number 3, C, carries -0.258; number 4, C, carries -0.082; number 5, N, carries 0.102; number 6, O, carries -0.059

C:
The following is a DFT calculation (the ωB97M-V functional and the def2-TZVPD basis) of one molecule with the formula C3H2N2O2.

Element x y z (Å)
O: -2.240 0.498 -1.016
C: -1.712 0.241 0.034
C: -0.392 -0.527 0.090
O: -0.316 -1.694 -0.191
N: 0.667 0.269 0.611
C: 1.843 0.347 -0.179
N: 2.009 -0.597 0.600
H: -2.159 0.514 1.009
H: 2.300 0.949 -0.960

Summary:
LUMO (eV): -0.1
SMILES string: O=CC(=O)N1C=N1
Gap between HOMO and LUMO (Eh): 0.366
Highest occupied orbital energy (Eh): -0.3693

These are the Löwdin partial charges, in e, on atoms 1 to 6: number 1, O, carries 0.091; number 2, C, carries -0.162; number 3, C, carries -0.431; number 4, O, carries 0.133; number 5, N, carries 0.036; number 6, C, carries -0.144

D:
The following is a DFT calculation (the ωB97M-V functional and the def2-TZVPD basis) of C3H2N2O2 as an isolated structure.

Element x y z (Å)
C: -1.281 -0.455 0.085
C: 0.264 0.826 0.005
C: 0.368 -0.602 0.133
H: -1.878 -0.672 0.834
H: -1.805 -0.782 -0.837
N: 1.408 1.419 0.058
N: 1.560 -0.974 -0.153
O: -1.063 1.027 -0.135
O: 2.427 0.213 0.011

Summary:
LUMO (eV): 0.1
Gap between HOMO and LUMO (Eh): 0.393
Highest occupied orbital energy (Eh): -0.3910

These are the Löwdin partial charges, in e, on atoms 1 to 6: number 1, C, carries 0.072; number 2, C, carries -0.417; number 3, C, carries -0.119; number 4, H, carries 0.058; number 5, H, carries 0.134; number 6, N, carries 0.197

Top of the stability list: B, leading by 20.7 kcal/mol.

A:
The following is a DFT calculation (the ωB97M-V functional and the def2-TZVPD basis) of an isolated ion of composition CH2NO2 and charge -1.

Element x y z (Å)
O: 1.699 0.640 -0.622
N: 1.100 0.030 0.290
C: -0.636 -0.062 0.193
O: 0.065 -1.184 -0.172
H: -1.345 0.120 1.013
H: -0.883 0.456 -0.701

Summary:
LUMO (eV): 5.0
Charge: -1
SMILES string: [O-]N1CO1
Gap between HOMO and LUMO (Eh): 0.256
Highest occupied orbital energy (Eh): -0.0721

Charges obtained by Löwdin population analysis, quoted in units of e: number 1, O, carries -0.287; number 2, N, carries -0.210; number 3, C, carries -0.309; number 4, O, carries -0.267; number 5, H, carries 0.040; number 6, H, carries 0.031

B:
The following is a DFT calculation (the ωB97M-V functional and the def2-TZVPD basis) of a 2-piece molecular cluster, CH2NO2 overall.

Element x y z (Å)
C: -1.341 -0.094 0.010
N: 1.461 0.545 0.056
O: -1.721 1.017 -0.050
O: -1.379 -1.268 0.061
H: 1.425 0.013 -0.831
H: 1.556 -0.213 0.755

Summary:
LUMO (eV): 4.0
Charge: -1
Gap between HOMO and LUMO (Eh): 0.207
Highest occupied orbital energy (Eh): -0.0614

Charges obtained by Löwdin population analysis, quoted in units of e: number 1, C, carries -0.514; number 2, N, carries -0.258; number 3, O, carries 0.102; number 4, O, carries 0.100; number 5, H, carries -0.216; number 6, H, carries -0.214

Top of the stability list: B, leading by 85.7 kcal/mol.

A:
The following is a DFT calculation (the ωB97M-V functional and the def2-TZVPD basis) of C5H12NO as an isolated structure.

Element x y z (Å)
C: 1.550 -0.095 0.678
N: 1.390 -1.427 0.139
C: 0.002 -1.893 0.310
C: -1.050 -0.923 -0.288
C: -1.941 -0.114 0.628
O: -2.405 1.136 0.499
C: 1.676 1.093 -0.419
H: 2.513 -0.036 1.242
H: 0.848 0.295 1.450
H: -1.703 2.444 -2.143
H: -0.328 -1.886 1.361
H: -0.255 -2.932 -0.001
H: -1.170 -1.184 -1.331
H: -0.777 0.190 0.033
H: -1.803 -0.459 1.677
H: -1.860 1.768 -1.895
H: 1.879 2.138 -0.029
H: 0.798 0.976 -0.959
H: 2.635 0.909 -0.953

Summary:
LUMO (eV): 4.2
Charge: -1
Gap between HOMO and LUMO (Eh): 0.223
Highest occupied orbital energy (Eh): -0.0707

These are the Löwdin partial charges, in e, on atoms 1 to 6: number 1, C, carries -0.445; number 2, N, carries -0.164; number 3, C, carries -0.382; number 4, C, carries -0.141; number 5, C, carries -0.270; number 6, O, carries -0.203

B:
The following is a DFT calculation (the ωB97M-V functional and the def2-TZVPD basis) of an isolated ion of composition C5H12NO and charge -1.

Element x y z (Å)
C: 0.488 2.848 -1.799
N: 0.464 1.503 -0.981
C: -0.620 0.609 -0.187
C: 0.002 -0.072 1.089
C: 0.372 -1.507 0.943
C: -0.635 -2.637 1.136
O: -0.034 -3.744 0.640
H: -0.199 2.875 -2.748
H: 0.610 3.531 -0.928
H: 1.438 2.809 -2.370
H: 1.073 0.704 -1.291
H: -1.060 -0.155 -0.923
H: -1.367 1.399 0.050
H: 0.811 0.604 1.418
H: -0.848 -0.024 1.791
H: 1.243 -1.895 1.525
H: 0.715 -1.655 -0.148
H: -0.944 -2.844 2.187
H: -1.509 -2.349 0.596

Summary:
LUMO (eV): 3.3
Charge: -1
SMILES string: CNCCCC[O-]
Gap between HOMO and LUMO (Eh): 0.197
Highest occupied orbital energy (Eh): -0.0750

These are the Löwdin partial charges, in e, on atoms 1 to 6: number 1, C, carries -0.138; number 2, N, carries -0.171; number 3, C, carries -0.192; number 4, C, carries -0.247; number 5, C, carries -0.276; number 6, C, carries -0.577

Top of the stability list: B, leading by 48.0 kcal/mol.

A:
The following is a DFT calculation (the ωB97M-V functional and the def2-TZVPD basis) of C5H12NO as an isolated structure.

Element x y z (Å)
C: -4.005 -0.663 -0.936
N: -3.669 0.063 0.311
C: 0.756 0.558 0.111
C: 1.982 0.243 0.700
C: 3.190 0.109 -0.168
O: 2.895 -0.932 -0.996
C: -0.421 0.757 1.020
H: -4.481 0.014 -1.648
H: -3.104 -1.048 -1.468
H: -4.615 -1.553 -0.727
H: -3.590 -0.709 0.987
H: 0.833 1.002 -0.877
H: 1.169 -0.626 0.170
H: 2.059 0.356 1.777
H: 4.085 -0.041 0.483
H: 3.412 1.077 -0.687
H: -0.463 1.777 1.401
H: -1.385 0.529 0.508
H: -0.370 0.064 1.858

Summary:
LUMO (eV): 2.4
Charge: -1
Gap between HOMO and LUMO (Eh): 0.139
Highest occupied orbital energy (Eh): -0.0518

These are the Löwdin partial charges, in e, on atoms 1 to 6: number 1, C, carries -0.449; number 2, N, carries -0.297; number 3, C, carries -0.116; number 4, C, carries -0.067; number 5, C, carries -0.499; number 6, O, carries -0.307

B:
The following is a DFT calculation (the ωB97M-V functional and the def2-TZVPD basis) of a 2-piece molecular cluster, C5H12NO overall.

Element x y z (Å)
C: 1.378 -0.487 0.760
N: 2.546 -0.722 -0.444
C: 2.649 0.345 0.457
O: -2.751 -0.604 1.206
C: 0.055 0.208 0.393
C: -0.508 -0.156 -0.974
C: -1.751 0.672 -1.267
H: 1.534 -1.497 0.237
H: 1.475 -0.815 1.799
H: -3.220 -1.152 1.853
H: 3.480 0.252 1.163
H: 2.470 1.345 0.070
H: -0.749 -0.039 1.099
H: 0.198 1.291 0.413
H: -0.843 -1.199 -0.946
H: 0.236 -0.058 -1.765
H: -2.486 0.486 -0.472
H: -1.521 1.743 -1.352
H: -2.193 0.387 -2.230

Summary:
LUMO (eV): 3.8
Charge: -1
Gap between HOMO and LUMO (Eh): 0.246
Highest occupied orbital energy (Eh): -0.1049

These are the Löwdin partial charges, in e, on atoms 1 to 6: number 1, C, carries -0.273; number 2, N, carries -0.006; number 3, C, carries -0.293; number 4, O, carries -0.553; number 5, C, carries -0.207; number 6, C, carries -0.289

C:
The following is a DFT calculation (the ωB97M-V functional and the def2-TZVPD basis) of an isolated ion of composition C5H12NO and charge -1.

Element x y z (Å)
C: 0.451 -1.384 -0.850
C: 0.183 -0.617 0.443
C: -1.150 -1.154 1.166
O: -1.650 -2.283 0.611
N: 0.256 0.864 0.389
C: -0.893 1.453 -0.267
C: 1.497 1.296 -0.251
H: -0.217 -2.249 -0.733
H: 0.188 -0.910 -1.805
H: 1.514 -1.641 -0.906
H: 0.937 -0.889 1.179
H: -0.852 -1.267 2.238
H: -1.902 -0.329 1.145
H: -1.310 0.834 -1.082
H: -0.727 2.473 -0.615
H: -1.736 1.562 0.429
H: 1.649 0.804 -1.217
H: 1.473 2.383 -0.327
H: 2.292 1.052 0.453

Summary:
LUMO (eV): 4.0
Charge: -1
SMILES string: C[C@H](C[O-])N(C)C
Gap between HOMO and LUMO (Eh): 0.230
Highest occupied orbital energy (Eh): -0.0839

These are the Löwdin partial charges, in e, on atoms 1 to 6: number 1, C, carries -0.103; number 2, C, carries -0.361; number 3, C, carries -0.463; number 4, O, carries -0.379; number 5, N, carries -0.242; number 6, C, carries -0.145

Top of the stability list: C, leading by 67.1 kcal/mol.

A:
The following is a DFT calculation (the ωB97M-V functional and the def2-TZVPD basis) of a 2-piece molecular cluster, C4H11N3O2 overall.

Element x y z (Å)
C: 1.870 -1.834 0.827
C: 0.870 0.314 1.302
N: 0.971 1.688 1.337
N: 1.848 -0.415 0.731
N: -0.215 -0.248 1.832
H: 0.538 2.113 0.503
H: 1.967 1.890 1.261
H: -2.764 1.806 -0.484
H: -0.047 -1.029 2.450
H: -1.006 0.355 2.018
H: 1.283 -2.258 1.638
H: 2.891 -2.186 0.723
H: 1.392 -2.153 -0.121
C: -1.308 -0.178 -2.471
C: -1.371 0.890 -1.405
O: -0.523 1.741 -1.251
O: -2.542 0.898 -0.763
H: -0.388 -0.747 -2.360
H: -1.349 0.226 -3.482
H: -2.116 -0.874 -2.284

Summary:
LUMO (spin up / spin down) (eV): -3.7 / -7.7
Charge: +1
Spin multiplicity: 2
Gap between HOMO and LUMO (spin up / spin down) (Eh): 0.392 / 0.243
Highest occupied orbital energy (spin up / spin down) (Eh): -0.5264 / -0.5264

These are the Löwdin partial charges, in e, on atoms 1 to 6: number 1, C, carries -0.058; number 2, C, carries -0.421; number 3, N, carries 0.161; number 4, N, carries 0.169; number 5, N, carries 0.259; number 6, H, carries 0.100

B:
The following is a DFT calculation (the ωB97M-V functional and the def2-TZVPD basis) of a 2-piece molecular cluster, C4H11N3O2 overall.

Element x y z (Å)
C: -1.184 -3.459 1.297
C: -0.541 -1.975 1.194
O: -1.457 -1.250 0.586
O: 0.581 -1.577 1.386
H: -0.485 -4.004 0.648
H: -2.287 -3.538 1.064
H: -1.132 -3.801 2.358
C: -0.950 1.199 -1.618
C: 1.135 1.555 -0.537
N: 0.277 0.702 -0.939
N: 1.264 2.982 -0.793
N: 1.914 1.105 0.633
H: -0.983 -0.569 0.159
H: -0.847 1.172 -2.805
H: -1.239 2.293 -1.267
H: 2.097 3.396 -0.293
H: 1.373 3.060 -1.753
H: 2.502 1.811 0.982
H: 1.735 0.307 1.126
H: -1.773 0.593 -1.427

Summary:
LUMO (spin up / spin down) (eV): -3.7 / -8.3
Charge: +1
Spin multiplicity: 2
Gap between HOMO and LUMO (spin up / spin down) (Eh): 0.375 / 0.205
Highest occupied orbital energy (spin up / spin down) (Eh): -0.5112 / -0.5103

These are the Löwdin partial charges, in e, on atoms 1 to 6: number 1, C, carries 0.035; number 2, C, carries -0.522; number 3, O, carries 0.110; number 4, O, carries 0.075; number 5, H, carries 0.085; number 6, H, carries 0.097

Top of the stability list: A, leading by 27.3 kcal/mol.